Entry 1:
Entry from OMol25: C4H8O3 as an isolated structure (ωB97M-V/def2-TZVPD).

Element x y z (Å)
C1 0.2348 -0.5157 -1.7431
C2 0.0628 0.6033 -0.7443
O1 -1.1151 1.0726 -0.5140
C3 0.7346 0.1007 1.2715
O2 0.5096 1.2953 1.8603
C4 -0.2829 -0.8172 1.1158
O3 -1.5142 -0.4337 1.2428
H1 0.1748 -0.0749 -2.7458
H2 1.2032 -1.0178 -1.6482
H3 -0.5731 -1.2475 -1.6544
H4 0.8848 1.3246 -0.6832
H5 -1.6011 0.3549 0.2894
H6 1.7844 -0.1616 1.1896
H7 -0.4493 1.3361 2.0222
H8 -0.0532 -1.8192 0.7415

Atomic forces in eV per Å
-0.01 -0.04 0.02
-0.07 -0.01 -0.13
0.14 -0.11 -0.07
0.06 -0.20 -0.01
-0.15 -0.02 0.06
0.06 0.11 -0.15
0.04 -0.11 0.02
0.02 -0.04 0.10
-0.14 0.12 0.03
0.11 0.12 0.01
-0.08 -0.09 0.05
0.08 0.04 0.06
-0.16 0.00 -0.05
0.10 0.12 -0.01
0.00 0.12 0.07

**Total charge**: 0
**Spin multiplicity**: 1
**Energy above the lowest of the compared OMol25 structures with the same formula, charge and spin**: 282.7 kJ/mol
**HOMO-LUMO gap**: 0.362 hartree
**Largest force on an atom**: 0.2 eV/Å
**LUMO energy**: 0.90 eV
**HOMO level**: -8.942 eV


Entry 2:
Entry from OMol25: a 4-piece molecular cluster, C39H88FN13O3P3 overall at a distorted geometry (ωB97M-V/def2-TZVPD).

Element x y z (Å)
N1 -2.5468 2.0860 -5.3930
C1 -1.4059 2.5699 -4.5925
C2 -0.1770 1.8724 -5.1145
C3 0.5140 2.4446 -6.1657
C4 1.6187 1.7451 -6.6461
N2 1.8871 0.6103 -6.0407
F1 2.9413 -0.0736 -6.5444
N3 1.3267 0.0334 -5.0524
C5 0.2612 0.6459 -4.5415
C6 -0.4153 -0.0465 -3.3960
C7 0.6339 -0.5760 -2.4061
C8 1.2695 0.5690 -1.6132
C9 2.5227 0.0947 -0.8272
C10 2.4167 0.3443 0.6895
C11 3.2219 1.5583 1.1659
C12 3.4174 1.6143 2.6925
C13 2.4065 2.5094 3.4614
C14 0.9769 2.4518 2.9220
C15 -0.0926 3.1777 3.7985
C16 0.4630 4.0142 4.9492
C17 1.0645 5.3525 4.5027
N4 2.3587 5.6710 5.0946
C18 3.0809 6.7545 4.6629
C19 4.2538 6.8007 5.3761
C20 4.2646 5.6964 6.2767
C21 3.0654 5.0469 6.0763
H1 -2.2119 2.0163 -6.3464
H2 -3.3131 2.7479 -5.3583
H3 -1.2650 3.6481 -4.7457
H4 -1.5570 2.4286 -3.5265
H5 0.2196 3.3837 -6.6106
H6 2.2187 2.0785 -7.4790
H7 -1.0540 -0.8517 -3.7658
H8 -1.0502 0.6598 -2.8687
H9 1.4295 -1.1291 -2.9045
H10 0.1618 -1.2478 -1.6880
H11 1.5849 1.3877 -2.2766
H12 0.5560 1.0176 -0.9163
H13 3.3956 0.6323 -1.1978
H14 2.6095 -0.9815 -0.9891
H15 2.8351 -0.5251 1.2067
H16 1.3769 0.4006 1.0175
H17 4.2093 1.5060 0.6999
H18 2.7412 2.4859 0.8409
H19 4.3958 2.0730 2.8604
H20 3.4782 0.6189 3.1379
H21 2.8185 3.5183 3.5073
H22 2.3837 2.1115 4.4788
H23 0.9222 2.8417 1.9032
H24 0.6928 1.3972 2.8766
H25 -0.7457 2.4227 4.2405
H26 -0.7157 3.7895 3.1404
H27 -0.3873 4.2533 5.5951
H28 1.1220 3.4230 5.5749
H29 1.1929 5.3209 3.4153
H30 0.3781 6.1815 4.6873
H31 2.7662 7.4426 3.8964
H32 5.0534 7.5209 5.3055
H33 5.0096 5.3870 6.9886
H34 2.6998 4.1759 6.5950
O1 0.5540 1.6392 7.3501
P1 -0.3285 1.0454 8.4121
N5 0.5135 1.5112 9.8303
C22 1.2123 0.6293 10.7402
C23 0.8218 2.9281 9.9760
N6 -0.1112 -0.6113 8.0219
C24 0.1361 -1.6845 8.9653
C25 0.5130 -0.9180 6.7397
N7 -1.7884 0.6355 9.2671
C26 -2.9019 0.3193 8.3346
C27 -2.3119 1.6298 10.2237
H35 0.5672 -0.1752 11.0996
H36 1.5149 1.1647 11.6405
H37 2.1132 0.1935 10.2914
H38 -0.0417 3.4863 10.3635
H39 1.1061 3.3831 9.0233
H40 1.6511 3.0929 10.6616
H41 1.1861 -1.7265 9.2759
H42 -0.1091 -2.6488 8.5107
H43 -0.4966 -1.6099 9.8476
H44 1.6039 -0.8079 6.7763
H45 0.1290 -0.2736 5.9531
H46 0.2809 -1.9449 6.4467
H47 -3.2096 1.1967 7.7577
H48 -3.7626 -0.0514 8.8905
H49 -2.6097 -0.4608 7.6347
H50 -2.4343 2.6192 9.7755
H51 -1.6646 1.7145 11.0933
H52 -3.2823 1.3030 10.5975
O2 2.3782 -3.8321 -0.6062
P2 2.8498 -5.2573 -0.5293
N8 4.3549 -5.0585 0.2663
C28 5.6644 -5.2690 -0.3123
C29 4.3410 -4.3234 1.5245
N9 3.0229 -5.5558 -2.2130
C30 4.1455 -6.2161 -2.8512
C31 2.4266 -4.5902 -3.1255
N10 2.7885 -6.9725 -0.2497
C32 1.4833 -7.5525 -0.6645
C33 3.0366 -7.4413 1.1279
H53 5.7576 -6.2640 -0.7521
H54 6.4365 -5.2330 0.4566
H55 5.9127 -4.5165 -1.0711
H56 4.0392 -4.9692 2.3604
H57 3.6469 -3.4791 1.4945
H58 5.3213 -3.9154 1.7650
H59 4.9977 -5.5407 -2.9884
H60 3.8546 -6.5807 -3.8407
H61 4.4705 -7.0968 -2.3013
H62 3.0530 -3.6949 -3.2440
H63 1.4441 -4.2794 -2.7794
H64 2.2851 -5.0430 -4.1101
H65 0.6613 -7.1871 -0.0422
H66 1.5171 -8.6391 -0.5941
H67 1.2610 -7.3032 -1.6999
H68 2.3972 -6.9439 1.8615
H69 4.0765 -7.2951 1.4097
H70 2.8530 -8.5139 1.1881
O3 -5.9089 2.0878 -7.5416
P3 -6.2024 0.8169 -8.2928
N11 -4.7447 -0.0500 -8.0075
C34 -3.7376 -0.3786 -8.9893
C35 -4.3400 -0.1914 -6.6178
N12 -6.3072 1.4676 -9.8726
C36 -5.6957 0.9111 -11.0639
C37 -6.4128 2.9184 -9.9933
N13 -7.0709 -0.5899 -8.8316
C38 -8.5167 -0.3004 -9.0320
C39 -6.9998 -1.7960 -7.9837
H71 -4.1619 -0.9066 -9.8454
H72 -3.0032 -1.0714 -8.5739
H73 -3.1967 0.5082 -9.3496
H74 -4.8699 -1.0214 -6.1279
H75 -4.5473 0.7127 -6.0480
H76 -3.2730 -0.3855 -6.5178
H77 -4.6323 1.1681 -11.1399
H78 -6.1899 1.3009 -11.9576
H79 -5.8088 -0.1702 -11.1177
H80 -5.4396 3.4119 -9.8809
H81 -7.0919 3.3250 -9.2498
H82 -6.8213 3.1833 -10.9706
H83 -9.0174 -0.0661 -8.0884
H84 -9.0107 -1.1590 -9.4852
H85 -8.6525 0.5425 -9.7057
H86 -7.2718 -1.5945 -6.9444
H87 -6.0049 -2.2350 -8.0092
H88 -7.6773 -2.5565 -8.3711

Atomic forces in eV per Å
0.81 -0.14 0.53
-0.28 0.74 -0.72
-0.37 0.34 0.76
0.33 -0.88 0.34
-0.63 0.79 -0.21
0.57 -0.18 -0.34
-0.06 -0.04 0.16
-0.18 0.05 -0.02
-0.25 0.09 -0.44
0.54 -0.15 0.31
-0.06 0.44 0.44
0.69 0.19 0.02
-1.01 0.18 0.38
0.60 -0.24 0.09
-0.20 -0.27 0.35
0.07 0.88 -0.13
0.17 -0.92 -0.12
-0.20 0.16 0.38
0.48 -0.33 -0.11
-0.86 0.56 0.21
0.15 -0.47 -0.24
-0.06 0.64 -0.45
0.78 0.14 0.39
0.45 -0.26 0.37
-0.91 0.12 -0.49
0.28 -0.47 0.44
-0.55 0.03 -0.21
-0.09 -0.08 -0.09
0.21 -0.03 0.15
-0.05 -0.21 -0.02
0.02 0.02 0.00
0.24 -0.28 0.06
0.04 0.06 -0.20
-0.15 -0.04 -0.10
-0.18 -0.14 -0.11
-0.02 -0.15 -0.16
-0.19 -0.07 -0.15
-0.15 -0.09 -0.10
0.16 -0.34 -0.11
0.35 0.05 -0.09
-0.03 -0.01 -0.02
-0.03 0.05 -0.10
-0.06 0.04 -0.10
0.16 0.04 -0.16
0.04 -0.16 0.13
-0.19 -0.09 -0.18
-0.24 0.10 -0.01
0.06 0.28 0.10
0.10 -0.04 -0.02
0.01 0.01 -0.15
-0.03 0.03 -0.03
-0.07 0.08 0.16
0.08 -0.11 0.11
0.10 0.00 -0.11
0.18 0.04 0.04
-0.02 -0.07 0.17
-0.35 -0.21 -0.05
-0.15 0.12 -0.23
0.09 0.15 -0.01
-0.12 0.00 -0.13
-2.73 1.73 -0.73
4.06 -4.17 2.74
-0.16 0.57 0.14
-0.26 -0.41 0.07
-0.17 0.25 -0.39
0.08 0.02 -0.42
-0.46 -0.19 0.23
0.19 0.20 -0.09
-1.09 2.15 -1.85
0.02 -0.42 -0.12
0.21 0.10 0.41
0.06 -0.06 -0.12
-0.01 0.19 -0.12
-0.01 -0.06 0.07
0.08 0.05 0.04
-0.02 -0.06 -0.01
0.01 -0.17 0.03
-0.01 -0.03 0.02
0.02 0.06 -0.12
0.05 0.20 0.03
0.00 -0.02 -0.10
0.10 0.10 0.05
-0.04 -0.04 0.20
-0.14 0.02 0.09
0.05 0.07 0.11
0.17 0.03 0.04
-0.11 0.03 0.05
0.20 0.02 -0.15
-0.03 -0.09 -0.19
-2.49 -1.11 1.78
5.37 0.29 -3.46
-0.10 0.05 0.58
-0.01 -0.41 -0.28
-0.46 0.15 0.11
-0.28 0.29 -0.17
-0.04 -0.54 0.01
-0.01 0.27 0.10
-2.56 0.84 1.42
0.00 -0.09 -0.43
0.43 0.02 0.21
-0.05 0.08 -0.12
-0.14 0.12 0.12
0.06 -0.07 -0.02
0.07 0.06 0.04
-0.01 -0.03 -0.06
0.07 -0.08 -0.14
0.01 -0.03 -0.01
-0.10 0.09 0.01
0.00 0.10 0.18
-0.07 0.04 -0.06
0.07 0.09 0.09
0.15 -0.13 0.04
-0.01 -0.14 0.09
0.10 0.02 0.09
0.13 0.12 0.00
-0.03 -0.10 0.07
-0.01 0.23 -0.09
-0.15 0.03 -0.15
-2.51 -1.06 1.70
4.37 0.33 -4.40
0.08 -0.33 0.44
-0.23 -0.14 -0.35
-0.43 0.06 0.23
-0.03 0.40 0.09
-0.30 -0.43 -0.21
0.11 0.16 0.22
-1.67 0.76 2.41
-0.09 0.17 -0.40
0.39 -0.25 0.04
0.00 0.16 -0.07
-0.06 0.06 0.19
0.01 -0.06 -0.10
0.09 -0.01 0.03
-0.06 -0.03 -0.01
0.03 -0.01 -0.18
-0.01 -0.01 -0.03
-0.03 0.10 0.08
0.07 -0.03 0.20
-0.04 0.09 -0.01
0.11 -0.01 0.09
0.06 -0.18 -0.07
-0.07 -0.15 0.01
0.11 -0.08 0.05
0.17 0.04 0.02
-0.08 -0.10 0.01
0.10 0.21 0.03
-0.12 0.16 -0.06

**Total charge**: +1
**Spin multiplicity**: 1
**HOMO-LUMO gap**: 0.160 hartree
**Largest force on an atom**: 6.4 eV/Å
**LUMO energy**: -4.61 eV
**HOMO level**: -8.975 eV


Question: Which formula does entry 1 have?
Answer: C4H8O3


Question: Which of these has the highest HOMO-LUMO gap?
Answer: C4H8O3